This record from the OMol25 dataset describes a 2-piece molecular cluster, C5H7NO4 overall in a non-equilibrium geometry. The level of theory is ωB97M-V/def2-TZVPD.

Each line ends with the Mulliken charge.
CARTESIAN COORDINATES (ANGSTROEM)
N1 -3.277 1.336 -0.405  -0.536
C1 -2.021 1.268 0.169  0.247
C2 -1.338 2.007 1.086  -0.495
C3 -0.179 1.218 1.462  -0.354
C4 -0.259 0.096 0.706  0.422
O1 0.324 -1.152 0.730  -0.476
O2 -1.316 0.138 -0.129  -0.365
H1 -3.700 0.425 -0.535  0.245
H2 -3.921 1.957 0.077  0.244
H3 -1.612 2.996 1.442  0.370
H4 0.661 1.516 2.083  0.372
H5 1.068 -1.165 1.342  0.324
O3 2.916 -1.008 -0.892  -0.461
C5 3.349 -1.784 -1.717  0.240
O4 3.103 -3.077 -1.718  -0.428
H6 3.790 -1.460 -2.675  0.306
H7 2.413 -3.311 -1.026  0.345

Summary:
HOMO-LUMO gap	7.77	eV
HOMO energy	-7.14	eV
SMILES string	Nc1ccc(O)o1.O=CO
relative energy (zero: lowest compared OMol25 entry of this formula, charge and spin)	17.6	kcal/mol
net charge	0

---

This record from the OMol25 dataset describes C5H7NO4S as an isolated structure in a non-equilibrium geometry. The level of theory is ωB97M-V/def2-TZVPD.

Each line ends with the Mulliken charge.
CARTESIAN COORDINATES (ANGSTROEM)
C1 -0.500 2.585 -0.065  0.085
C2 -0.688 0.622 1.636  0.107
C3 1.101 0.122 -1.835  -1.157
C4 -0.674 1.138 0.219  -0.238
C5 -1.893 0.350 2.646  -0.140
N1 -0.365 3.688 -0.388  -0.441
O1 -0.094 -0.555 1.388  -0.516
O2 1.904 0.715 0.681  -0.686
O3 1.263 -1.563 -0.234  -0.480
O4 -2.304 1.118 3.438  -0.404
S1 0.815 -0.027 0.055  1.161
H1 -0.024 1.346 2.216  0.297
H2 1.963 -0.534 -2.005  0.387
H3 0.271 -0.488 -2.168  0.420
H4 1.200 1.103 -2.340  0.321
H5 -1.538 0.748 -0.249  0.551
H6 -2.319 -0.599 2.362  0.344
H7 1.618 -1.694 0.658  0.390

Summary:
HOMO-LUMO gap	10.00	eV
HOMO energy	-10.30	eV
relative energy (zero: lowest compared OMol25 entry of this formula, charge and spin)	94.2	kcal/mol
net charge	0

---

This record from the OMol25 dataset describes C5H7NO4S2 as an isolated structure in a non-equilibrium geometry. The level of theory is ωB97M-V/def2-TZVPD.

Each line ends with the Mulliken charge.
CARTESIAN COORDINATES (ANGSTROEM)
C1 -0.858 -2.108 0.715  -0.619
C2 -1.181 -0.977 1.372  -0.278
C3 0.193 -2.020 -0.298  0.512
C4 1.105 -0.813 -0.136  -1.094
C5 0.425 0.392 0.270  0.525
N1 -1.171 2.407 -0.581  -0.538
O1 0.344 -2.763 -1.250  -0.573
O2 0.955 2.092 -1.806  -0.610
O3 -0.806 0.476 -2.090  -0.625
O4 -0.603 0.297 1.153  -0.380
S1 1.610 1.591 0.978  -0.141
S2 -0.116 1.366 -1.241  1.280
H1 -1.195 -2.949 1.222  0.407
H2 -1.887 -0.860 2.175  0.454
H3 1.687 -1.310 0.587  0.487
H4 1.695 -0.831 -1.115  0.421
H5 -2.029 2.010 -0.355  0.272
H6 -0.800 2.999 0.196  0.301
H7 2.632 0.999 0.203  0.198

Summary:
HOMO-LUMO gap	9.63	eV
HOMO energy	-9.65	eV
relative energy (zero: lowest compared OMol25 entry of this formula, charge and spin)	0.0	kcal/mol
net charge	0

---

This record from the OMol25 dataset describes a 2-piece molecular cluster, C5H7NO5S2 overall in a non-equilibrium geometry. The level of theory is ωB97M-V/def2-TZVPD.

Each line ends with the Mulliken charge.
CARTESIAN COORDINATES (ANGSTROEM)
C1 -3.614 1.435 -0.033  0.051
C2 -3.143 2.498 0.359  -0.209
O1 -2.237 3.539 0.658  -0.327
S1 -0.704 2.882 1.072  0.651
O2 -0.813 2.602 2.512  -0.459
O3 -0.580 1.475 0.166  -0.202
C3 0.694 0.828 0.329  -0.165
S2 0.770 -0.187 1.915  0.882
O4 1.585 0.547 2.923  -0.559
O5 1.371 -1.528 1.659  -0.583
H1 -3.878 0.381 -0.334  0.348
H2 1.570 1.546 0.388  0.385
H3 0.820 0.088 -0.552  -0.033
H4 -0.530 -0.286 2.388  0.185
C4 1.698 -3.020 -2.026  -0.636
C5 0.962 -1.889 -2.658  0.344
N1 0.385 -1.006 -3.160  -0.417
H5 2.749 -2.986 -2.315  0.259
H6 1.625 -2.950 -0.939  0.207
H7 1.270 -3.969 -2.351  0.278

Summary:
HOMO-LUMO gap	10.58	eV
HOMO energy	-10.49	eV
relative energy (zero: lowest compared OMol25 entry of this formula, charge and spin)	128.4	kcal/mol
net charge	0

---

This record from the OMol25 dataset describes C5H7NOS as an isolated structure in a non-equilibrium geometry. The level of theory is ωB97M-V/def2-TZVPD.

Each line ends with the Mulliken charge.
CARTESIAN COORDINATES (ANGSTROEM)
C1 -0.107 -1.437 -0.974  -0.534
C2 -1.617 -0.276 -0.142  -0.479
C3 -0.077 -0.066 -0.344  0.725
C4 0.704 0.168 0.944  -0.763
C5 1.138 1.596 0.830  -0.260
H1 0.448 -2.185 -0.489  0.314
H2 0.100 -1.319 -2.123  0.215
H3 -1.966 -0.394 0.902  0.247
H4 -2.389 0.476 -0.511  0.242
H5 1.723 -0.462 0.831  0.237
H6 0.221 -0.128 1.888  0.395
H7 1.531 2.142 1.632  0.465
N1 1.306 2.213 -0.225  -0.403
O1 -1.589 -1.642 -0.772  -0.396
S1 0.576 1.312 -1.446  -0.005

Summary:
HOMO-LUMO gap	9.47	eV
HOMO energy	-8.77	eV
relative energy (zero: lowest compared OMol25 entry of this formula, charge and spin)	72.6	kcal/mol
net charge	0

---

This record from the OMol25 dataset describes one molecule with the formula C5H7NOS in a non-equilibrium geometry. The level of theory is ωB97M-V/def2-TZVPD.

Each line ends with the Mulliken charge.
CARTESIAN COORDINATES (ANGSTROEM)
C1 2.174 -0.046 -0.291  -1.337
C2 0.981 -0.583 0.416  0.452
C3 -0.328 -0.940 -0.273  -0.269
S1 -2.011 -1.508 -0.004  -0.041
N1 -2.463 0.250 -0.003  -0.322
C4 -1.388 1.157 0.144  0.304
O1 -1.363 2.340 -0.079  -0.557
C5 -0.281 0.258 0.677  -0.382
H1 2.877 -0.838 -0.627  0.358
H2 1.911 0.562 -1.157  0.319
H3 2.816 0.586 0.349  0.324
H4 1.192 -1.161 1.312  0.371
H5 -0.267 -0.603 -1.303  0.228
H6 -3.106 0.510 -0.801  0.306
H7 -0.743 0.015 1.641  0.246

Summary:
HOMO-LUMO gap	9.32	eV
HOMO energy	-8.79	eV
SMILES string	C[C@@H]1[C@H]2SNC(=O)[C@H]12
relative energy (zero: lowest compared OMol25 entry of this formula, charge and spin)	79.8	kcal/mol
net charge	0

---

This record from the OMol25 dataset describes one molecule with the formula C5H7NOS in a non-equilibrium geometry. The level of theory is ωB97M-V/def2-TZVPD.

Each line ends with the Mulliken charge.
CARTESIAN COORDINATES (ANGSTROEM)
C1 -0.896 -0.007 -0.423  0.912
C2 -3.189 -0.618 -0.292  -0.634
C3 -1.892 -0.889 -0.601  -0.563
C4 0.971 1.300 0.177  -0.523
C5 1.693 -0.067 0.714  0.042
N1 -0.203 0.941 -0.392  -0.149
O1 0.796 -0.894 1.025  -0.704
S1 2.893 -0.595 -0.678  -0.321
H1 -4.011 -1.277 -0.424  0.293
H2 -3.546 0.356 -0.187  0.300
H3 -1.715 -1.894 -0.903  0.318
H4 0.945 1.905 1.005  0.318
H5 1.584 1.940 -0.529  0.294
H6 2.552 0.233 1.433  0.316
H7 4.018 -0.434 0.074  0.104

Summary:
HOMO-LUMO gap	6.67	eV
HOMO energy	-7.92	eV
relative energy (zero: lowest compared OMol25 entry of this formula, charge and spin)	114.3	kcal/mol
net charge	0

---

This record from the OMol25 dataset describes C5H7NS2 as an isolated structure. The level of theory is ωB97M-V/def2-TZVPD.

Each line ends with the Mulliken charge.
CARTESIAN COORDINATES (ANGSTROEM)
C1 0.120 -0.699 -1.134  -0.236
C2 -1.051 -0.909 0.939  -0.555
C3 -0.003 0.200 1.122  -0.271
C4 0.815 1.677 -0.462  -0.699
C5 0.891 0.176 -0.143  0.011
H1 -1.539 -1.834 -0.962  0.196
H2 -0.815 -1.782 1.550  0.306
H3 -2.091 -0.572 1.169  0.283
H4 0.493 0.095 2.073  0.473
H5 0.544 1.911 -1.507  0.355
H6 1.719 2.220 -0.173  0.323
H7 1.884 -0.236 -0.029  0.392
N1 -0.912 -1.240 -0.470  -0.094
S1 0.496 -0.910 -2.721  -0.320
S2 -0.551 1.902 0.749  -0.165

Summary:
HOMO-LUMO gap	9.02	eV
HOMO energy	-8.38	eV
relative energy (zero: lowest compared OMol25 entry of this formula, charge and spin)	0.0	kcal/mol
net charge	0

---

This record from the OMol25 dataset describes a 2-piece molecular cluster, C5H7NSi overall in a non-equilibrium geometry. The level of theory is ωB97M-V/def2-TZVPD.

Each line ends with the Mulliken charge.
CARTESIAN COORDINATES (ANGSTROEM)
C1 1.205 -3.260 0.012  0.270
C2 0.739 -2.125 -0.197  -0.700
C3 -4.690 -0.355 -0.096  -0.194
C4 0.091 0.507 -1.705  -1.015
C5 -0.536 0.242 1.559  -0.922
N1 -3.607 -0.135 0.253  -0.038
Si1 0.137 -0.378 0.044  0.421
H1 1.765 -4.118 0.219  0.394
H2 0.798 0.082 -2.302  0.346
H3 -0.903 0.312 -2.253  0.306
H4 0.346 1.536 -1.636  0.338
H5 -2.710 -0.247 0.477  0.210
H6 -0.723 -0.555 2.352  0.290
H7 -0.355 1.170 2.040  0.294

Summary:
HOMO-LUMO gap	8.28	eV
HOMO energy	-8.78	eV
relative energy (zero: lowest compared OMol25 entry of this formula, charge and spin)	16.3	kcal/mol
net charge	0

---

This record from the OMol25 dataset describes an isolated ion of composition C5H7O3 and charge -1. The level of theory is ωB97M-V/def2-TZVPD.

Each line ends with the Mulliken charge.
CARTESIAN COORDINATES (ANGSTROEM)
O1 1.795 -1.909 2.788  -0.518
C1 1.376 -1.425 1.761  -0.024
C2 0.294 -0.392 1.686  -0.434
C3 -0.354 -0.256 0.296  -0.653
C4 0.016 0.980 -0.495  -0.500
C5 -0.823 1.030 -1.800  0.401
O2 -2.026 1.345 -1.636  -0.733
O3 -0.240 0.729 -2.865  -0.740
H1 1.849 -1.722 0.805  0.363
H2 -0.439 -0.550 2.480  0.310
H3 0.804 0.533 1.990  0.307
H4 -0.152 -1.147 -0.306  0.355
H5 -1.435 -0.243 0.450  0.259
H6 -0.159 1.916 0.043  0.316
H7 1.078 0.993 -0.763  0.290

Summary:
HOMO-LUMO gap	7.58	eV
HOMO energy	-4.11	eV
SMILES string	O=CCCCC(=O)[O-]
relative energy (zero: lowest compared OMol25 entry of this formula, charge and spin)	3.1	kcal/mol
net charge	-1

---

This record from the OMol25 dataset describes C5H7O4Rb as an isolated structure in a non-equilibrium geometry. The level of theory is ωB97M-V/def2-TZVPD.

Each line ends with the Mulliken charge.
CARTESIAN COORDINATES (ANGSTROEM)
O1 -3.181 0.944 0.824  -0.501
C1 -3.207 0.214 -0.153  0.227
C2 -4.151 -0.913 -0.322  -0.876
H1 -2.472 0.371 -0.969  0.309
H2 -4.746 -0.730 -1.231  0.284
H3 -3.569 -1.827 -0.517  0.286
H4 -4.799 -1.041 0.551  0.284
O2 2.004 2.294 0.782  -0.466
Rb1 -1.186 3.758 2.267  0.974
H5 2.309 -1.796 0.064  0.252
O3 2.292 0.082 0.886  -0.264
O4 3.399 0.884 -1.107  -0.352
C3 3.011 -0.967 0.226  -0.262
C4 3.502 -0.393 -1.075  0.012
C5 2.620 1.295 0.526  0.467
H6 3.850 -1.288 0.862  0.276
H7 4.322 -0.886 -1.615  0.351

Summary:
<S²>	0.7742
spin multiplicity	2
HOMO-LUMO gap (spin up / spin down)	5.97 / 9.46	eV
HOMO energy (spin up / spin down)	-9.54 / -13.05	eV
relative energy (zero: lowest compared OMol25 entry of this formula, charge and spin)	35.2	kcal/mol
net charge	+1

---

This record from the OMol25 dataset describes C5H7O4Rh as an isolated structure in a non-equilibrium geometry. The level of theory is ωB97M-V/def2-TZVPD.

Each line ends with the Mulliken charge.
CARTESIAN COORDINATES (ANGSTROEM)
O1 -1.408 -0.686 1.014  -0.703
C1 -2.428 -2.495 0.812  0.222
O2 -2.223 -2.447 -0.357  -0.279
O3 0.589 -1.293 -1.718  -0.612
C2 0.397 0.061 -2.196  -0.149
C3 1.041 1.058 -1.272  -0.316
O4 0.227 1.217 -0.069  -0.406
C4 0.630 0.598 1.137  -0.569
C5 -0.622 0.107 1.856  -0.232
Rh1 -1.070 -0.701 -0.929  0.671
H1 0.767 0.216 -3.227  0.464
H2 1.106 2.055 -1.735  0.319
H3 2.052 0.737 -0.942  0.290
H4 1.179 1.308 1.780  0.342
H5 1.289 -0.258 0.915  0.335
H6 -1.208 0.989 2.179  0.294
H7 -0.318 -0.465 2.751  0.329

Summary:
<S²>	6.0121
spin multiplicity	5
HOMO-LUMO gap (spin up / spin down)	8.06 / 7.73	eV
HOMO energy (spin up / spin down)	-7.30 / -9.38	eV
net charge	0

---

E_tot
In order: -14977.4191, -25808.6694, -36646.4476, -38689.7499, -19668.4537, -19668.1424, -19666.6479, -28458.8668, -14660.9291, -11442.2972, -14134.9563, -16489.2548
Unit: eV
Molar mass
In order: 145.1, 177.2, 209.2, 225.2, 129.2, 129.2, 129.2, 145.3, 109.2, 115.1, 216.6, 234.0
Unit: g/mol